Record 1
DFT (ωB97M-V/def2-TZVPD) results for an isolated ion of composition C24H32N3O3S2 and charge +1 at a distorted geometry.

The value obtained for the LUMO energy is -1.948 eV. As for the energy: -2119.926454 Ha. Its highest occupied orbital energy is -10.863 eV. Its net charge is +1. As for the structure (SMILES): CC[NH+](CC)CCN(C(=O)CCS(=O)(=O)c1ccccc1)c1nc2cc(C)cc(C)c2s1. The calculation puts the HOMO-LUMO gap at 0.328 Eh. As for the spin multiplicity: 1.

Last column: natural (NBO) charge in e.
Element x y z (Å)
C  -2.597  -2.441  2.877  -0.638
C  -2.607  -1.737  1.531  -0.227
H  -3.611  -1.383  1.290  0.238
N  -2.151  -2.594  0.403  -0.419
H  -2.243  -2.021  -0.481  0.503
C  -3.028  -3.776  0.231  -0.213
C  -2.859  -4.455  -1.118  -0.636
H  -2.937  -3.729  -1.923  0.234
H  -3.654  -5.185  -1.246  0.246
H  -1.913  -4.985  -1.192  0.211
H  -2.829  -4.484  1.038  0.216
H  -4.057  -3.423  0.322  0.227
C  -0.704  -2.924  0.503  -0.244
H  -0.595  -3.941  0.885  0.230
H  -0.241  -2.235  1.211  0.243
C  0.043  -2.806  -0.829  -0.237
N  0.309  -1.430  -1.242  -0.476
C  -0.722  -0.774  -1.855  0.775
O  -1.817  -1.329  -1.914  -0.674
C  -0.525  0.581  -2.471  -0.527
C  -1.809  1.361  -2.254  -0.625
H  -1.699  2.415  -2.486  0.255
H  -2.651  0.932  -2.791  0.267
S  -2.229  1.219  -0.468  2.139
O  -3.476  0.515  -0.312  -0.952
O  -1.098  0.590  0.196  -0.984
C  -2.396  2.896  0.125  -0.262
C  -3.654  3.460  0.217  -0.213
C  -3.768  4.776  0.635  -0.188
C  -2.629  5.502  0.948  -0.173
C  -1.373  4.921  0.851  -0.200
C  -1.252  3.606  0.434  -0.215
H  -0.291  3.120  0.360  0.237
H  -0.491  5.491  1.101  0.230
H  -2.720  6.527  1.273  0.229
H  -4.741  5.233  0.716  0.230
H  -4.517  2.861  -0.027  0.245
H  0.332  1.078  -2.017  0.290
H  -0.320  0.453  -3.537  0.267
C  1.508  -0.855  -0.868  0.295
N  2.029  0.191  -1.385  -0.471
C  3.212  0.532  -0.792  0.127
C  4.011  1.615  -1.144  -0.217
C  5.196  1.826  -0.465  0.014
C  5.573  0.952  0.561  -0.235
C  4.807  -0.136  0.941  0.096
C  3.618  -0.327  0.246  -0.259
S  2.435  -1.585  0.458  0.322
C  5.214  -1.069  2.034  -0.654
H  6.172  -0.780  2.455  0.231
H  4.466  -1.071  2.827  0.222
H  5.290  -2.087  1.651  0.224
H  6.504  1.134  1.077  0.216
C  6.090  2.974  -0.814  -0.629
H  6.261  3.601  0.060  0.226
H  7.059  2.606  -1.149  0.228
H  5.658  3.582  -1.602  0.219
H  3.695  2.266  -1.943  0.223
H  1.005  -3.315  -0.734  0.245
H  -0.523  -3.276  -1.636  0.244
H  -1.959  -0.860  1.551  0.251
H  -1.619  -2.853  3.112  0.212
H  -2.844  -1.715  3.646  0.246
H  -3.337  -3.236  2.927  0.216

Record 2
DFT (ωB97M-V/def2-TZVPD) results for an isolated ion of composition C3H7OS and charge -1 at a distorted geometry.

The value obtained for the LUMO energy is 3.374 eV. As for the energy: -591.895370 Ha. Its highest occupied orbital energy is -2.155 eV. Its net charge is -1. As for the structure (SMILES): [O-]CCCS. The calculation puts the HOMO-LUMO gap at 0.203 Eh. As for the spin multiplicity: 1.

Last column: natural (NBO) charge in e.
Element x y z (Å)
C  -1.464  -0.374  0.037  0.023
O  -2.716  0.035  0.156  -0.947
C  -0.425  0.505  0.958  -0.474
C  1.020  0.047  0.792  -0.498
S  1.692  -0.134  -0.922  -0.111
H  -0.981  -0.394  -0.974  0.079
H  -1.364  -1.451  0.449  0.036
H  -0.512  1.511  0.533  0.171
H  -0.792  0.576  1.988  0.200
H  1.051  -0.957  1.210  0.209
H  1.694  0.821  1.198  0.196
H  1.210  1.054  -1.359  0.116